{
  "formula": "C22H60NO27P2S6Zr",
  "method": "ωB97M-V/def2-TZVPD",
  "symbols": ["Zr", "C", "C", "C", "O", "C", "N", "H", "H", "H", "H", "H", "H", "H", "H", "H", "H", "H", "H", "P", "O", "O", "O", "O", "P", "O", "O", "O", "O", "O", "S", "O", "O", "C", "C", "C", "H", "H", "H", "H", "H", "H", "H", "H", "O", "S", "O", "O", "C", "C", "C", "H", "H", "H", "H", "H", "H", "H", "H", "O", "S", "O", "O", "C", "C", "C", "H", "H", "H", "H", "H", "H", "H", "H", "O", "S", "O", "O", "C", "C", "C", "H", "H", "H", "H", "H", "H", "H", "H", "O", "S", "O", "O", "C", "C", "C", "H", "H", "H", "H", "H", "H", "H", "H", "O", "S", "O", "O", "C", "C", "C", "H", "H", "H", "H", "H", "H", "H", "H"],
  "xyz": [[1.06683, 1.16510, 1.84145], [-3.53376, -2.32932, 0.98683], [-4.01599, -2.38697, -0.44097], [-4.67096, -1.11260, -0.96404], [-4.91743, -1.22317, -2.33959], [-5.55497, -0.05156, -2.84163], [-2.85632, -2.82221, -1.32891], [-2.76357, -3.82948, -1.24999], [-3.11654, -2.61576, -2.30178], [-2.04489, -2.22285, -1.07575], [-4.32991, -1.96430, 1.63770], [-2.69911, -1.63593, 1.14014], [-3.18039, -3.29441, 1.35239], [-4.77542, -3.16156, -0.57619], [-4.00466, -0.28434, -0.69500], [-5.63397, -1.02889, -0.45181], [-5.14032, 0.85371, -2.39074], [-6.61818, -0.12278, -2.60264], [-5.40347, 0.00152, -3.91588], [0.79267, 3.44612, 2.93439], [0.86446, 3.20532, 1.38124], [1.98238, 2.41715, 3.14291], [0.62438, 4.72630, 3.67544], [-0.24499, 2.27470, 3.04428], [0.04905, -0.56845, 0.23867], [-0.59550, -1.64411, -0.59371], [1.39591, -0.78981, 1.03732], [-0.63211, -0.03331, 1.54358], [0.42722, 0.92365, -0.11243], [5.36373, -0.85107, 2.45633], [4.48660, 0.09762, 3.07850], [3.12124, 0.24100, 2.68698], [4.49109, -0.27835, 4.64543], [3.86785, 0.66153, 5.55711], [4.92354, 1.26481, 6.45919], [5.24563, 1.77087, 3.07195], [3.15083, 0.03665, 6.08950], [3.28002, 1.42341, 5.03702], [5.67451, 1.80328, 5.88309], [5.42393, 0.41693, 6.93661], [4.53561, 1.89121, 7.25935], [4.60915, 2.40502, 3.68302], [5.23722, 2.02861, 2.01607], [6.24766, 1.75754, 3.49312], [1.23380, -5.51514, -3.94367], [0.59070, -4.73715, -2.93036], [-0.85061, -4.81739, -2.79938], [1.24701, -5.17331, -1.52493], [0.71316, -4.50160, -0.36841], [0.49828, -5.46423, 0.76957], [1.12091, -3.01035, -3.07252], [-0.22056, -4.01453, -0.63380], [1.45058, -3.75973, -0.05994], [-0.06151, -6.35909, 0.48703], [-0.10476, -5.01145, 1.56152], [1.42040, -5.78848, 1.25182], [1.03900, -2.47016, -2.13062], [0.55470, -2.55333, -3.88181], [2.16469, -3.00799, -3.38731], [-0.20206, -1.13966, 5.84369], [0.32702, -1.29504, 4.51197], [0.87236, -0.17837, 3.79442], [1.48144, -2.42313, 4.71728], [2.31823, -2.73678, 3.60917], [2.47945, -4.24380, 3.54554], [-0.78256, -2.21783, 3.43333], [3.30463, -2.30818, 3.77090], [1.94548, -2.45675, 2.61951], [1.53475, -4.77612, 3.41889], [2.91518, -4.59518, 4.48561], [3.15570, -4.52266, 2.73627], [-1.03202, -3.16784, 3.90028], [-0.23868, -2.30523, 2.49462], [-1.67724, -1.61573, 3.29766], [2.88616, 1.53057, 0.56395], [3.57916, 2.34166, -0.40680], [4.75233, 3.09286, -0.01845], [3.98752, 1.47892, -1.67123], [3.06224, 0.50859, -2.16551], [3.17713, 0.25171, -3.66266], [2.41953, 3.50962, -1.15301], [2.02621, 0.74545, -1.90414], [3.21780, -0.45007, -1.66169], [2.48604, -0.56565, -3.85392], [4.19940, -0.02477, -3.92286], [2.91971, 1.14218, -4.23567], [2.07637, 4.21022, -0.39305], [1.57301, 2.97629, -1.57605], [3.01858, 4.09970, -1.84588], [-2.33388, -1.14832, -4.46662], [-1.46897, -0.00202, -4.30285], [-0.04595, -0.15851, -4.44371], [-1.93102, 1.15478, -5.33616], [-3.29401, 1.39125, -5.62028], [-3.94937, 0.31795, -6.50479], [-1.83973, 0.76612, -2.70989], [-3.45853, 2.34305, -6.12495], [-3.88420, 1.48496, -4.70393], [-4.01332, -0.60022, -5.92521], [-3.30272, 0.14704, -7.36742], [-4.92538, 0.61532, -6.88474], [-1.13581, 1.55728, -2.46303], [-1.67181, -0.02392, -1.97920], [-2.85843, 1.14030, -2.73308], [-4.61296, 3.45131, 0.35742], [-3.32954, 3.60089, -0.29795], [-3.20076, 3.25971, -1.69870], [-2.91251, 5.15060, -0.07801], [-1.94236, 5.66040, -0.99061], [-1.51399, 7.03785, -0.52575], [-2.02483, 2.78693, 0.67776], [-2.45643, 5.79060, -1.94875], [-1.05180, 5.05498, -1.16663], [-0.91139, 7.56003, -1.26950], [-0.90938, 6.91394, 0.37483], [-2.37279, 7.67960, -0.32855], [-1.84380, 3.34157, 1.58885], [-1.20035, 2.73222, -0.02918], [-2.31164, 1.75245, 0.86271]],
  "forces_ev_per_angstrom": [[0.3567, 0.0137, 1.8250], [0.1479, 0.5337, 0.4801], [-0.3332, -0.7996, -0.6601], [0.4191, -0.3307, 0.5874], [0.6210, 0.1302, -0.2113], [-0.0409, -0.1918, 0.2089], [-2.1280, 0.8482, -0.3958], [0.8408, 0.0557, 0.0257], [0.1611, -0.0152, -0.0212], [1.2591, -0.3872, 0.2166], [-0.0901, -0.2091, -0.0025], [-0.0250, 0.1098, -0.3319], [-0.2141, -0.1273, -0.0894], [0.1155, -0.1770, 0.1411], [-0.2457, 0.3843, -0.2538], [0.1251, 0.2951, 0.3559], [0.0039, 0.0125, 0.0737], [-0.0927, 0.2360, -0.1125], [-0.0565, -0.2294, -0.0477], [-0.2812, -1.9457, 0.0600], [0.2434, 3.3240, -2.8262], [3.0364, 1.8950, 2.8309], [0.4046, -0.7911, -0.9830], [-2.9763, -0.0257, 1.8826], [2.0450, 2.8346, 4.2648], [-0.0084, 0.5506, -0.4857], [0.9512, -3.6735, -2.0747], [-4.5399, -2.0073, 0.5606], [-0.8565, 0.1365, -5.5273], [-0.5060, 0.1533, 0.1457], [0.7378, 1.4957, 1.1288], [0.9843, -0.8969, 0.0821], [0.4825, 0.1923, -0.9203], [-0.8136, 0.2195, 0.2275], [0.3635, -0.9626, 0.0702], [-0.5410, -1.2707, 0.0457], [0.0325, 0.2058, 0.2694], [0.0125, -0.1579, -0.3054], [-0.0740, 0.1559, 0.0338], [0.1985, 0.1717, 0.0895], [-0.2737, 0.1192, -0.2151], [-0.2785, 0.1328, -0.4022], [0.0162, 0.3780, 0.0989], [0.0641, -0.3792, -0.1780], [-0.1143, 0.1303, 0.3819], [0.1921, 0.4831, 0.4355], [0.5359, 0.2983, 0.0479], [-0.2459, -0.1077, -1.0484], [0.0685, 0.1545, 0.6428], [-0.3077, -0.6662, 0.4509], [0.2242, -0.6226, -0.3183], [0.1164, 0.1303, 0.0424], [-0.1696, 0.2694, -0.1310], [0.0973, 0.0465, -0.3103], [0.0995, 0.3335, -0.1131], [0.0888, 0.0180, -0.2409], [-0.4350, -0.1035, -0.0270], [-0.2729, 0.0312, 0.2032], [0.0138, -0.3256, 0.0998], [0.2089, 0.0218, -1.1895], [0.1938, -0.9875, 0.4801], [-0.3089, -0.7411, 1.0490], [-0.9278, 1.0247, 0.0065], [0.7151, -1.1916, -1.0425], [0.1732, -0.3199, 0.7798], [0.1733, 0.5381, 0.5354], [-0.1804, 0.2630, -0.0310], [-0.2176, 0.8745, 0.3667], [-0.0455, 0.1794, -0.0779], [0.0283, -0.1126, -0.0827], [-0.0186, 0.0902, -0.0366], [0.2275, -0.0032, 0.1351], [-0.1644, -0.0515, -0.0422], [0.1433, 0.1383, -0.1139], [1.8229, 0.3391, -1.3721], [-0.9796, 1.9728, -0.1036], [-0.6947, -1.1192, -0.3051], [0.4864, 0.2167, 0.2852], [-1.1143, -1.4206, -0.1503], [0.5214, 0.7249, 0.7032], [0.7426, 0.1132, 0.4467], [0.1320, 0.4450, 0.0558], [0.3673, 0.2011, 0.2867], [0.0033, 0.0882, -0.3658], [-0.0392, -0.1765, -0.0431], [-0.2078, -0.1294, -0.1106], [-0.1058, -0.4978, 0.3922], [0.0616, -0.0446, -0.0514], [-0.0767, -0.3674, -0.3845], [0.3785, 0.3517, 0.1116], [-0.3270, 0.6817, 0.9405], [-0.8867, 0.2374, -0.2991], [1.1512, -0.3331, -0.0046], [-2.2368, -0.3920, -0.2158], [0.8595, -0.0967, 0.2454], [0.4243, -0.5301, -0.6736], [0.9827, 0.1990, 0.0874], [0.2701, -0.0402, 0.2226], [-0.1908, -0.1171, -0.2946], [-0.0399, -0.1168, -0.0155], [-0.0491, 0.1797, 0.2353], [0.0093, 0.0622, -0.3226], [-0.1912, -0.0651, 0.0171], [0.0241, -0.0576, 0.0972], [0.7845, 0.2382, -0.7704], [0.2039, -0.3917, 2.0366], [-0.2035, 0.2024, 0.2011], [-0.1136, -0.9579, -0.1439], [-0.1352, 1.4285, -1.3783], [0.1447, -0.1280, 0.5710], [-1.0803, 0.1234, -1.6228], [0.1479, -0.2889, -0.0648], [-0.2437, -0.4924, 0.4572], [0.0782, -0.2848, -0.1524], [-0.1119, 0.2945, 0.0847], [-0.0513, -0.1338, 0.1676], [0.1089, -0.0409, -0.0028], [0.4241, 0.2481, 0.4699], [-0.1889, 0.0767, 0.2197]],
  "lowdin_charge": [1.707, -0.034, -0.302, -0.196, -0.184, -0.066, 0.227, 0.147, 0.142, 0.067, 0.099, 0.064, 0.089, 0.149, 0.138, 0.143, 0.087, 0.097, 0.076, 0.118, -0.482, -0.489, -0.330, -0.461, 0.171, -0.330, -0.456, -0.474, -0.471, -0.263, 0.636, -0.378, -0.260, -0.251, -0.062, -0.068, 0.125, 0.104, 0.065, 0.078, 0.082, 0.062, 0.038, 0.069, -0.276, 0.618, -0.312, -0.244, -0.277, -0.062, -0.100, 0.072, 0.124, 0.083, 0.070, 0.068, 0.045, 0.056, 0.073, -0.263, 0.670, -0.337, -0.239, -0.277, -0.069, -0.109, 0.098, 0.096, 0.059, 0.079, 0.083, 0.074, 0.040, 0.064, -0.376, 0.666, -0.269, -0.223, -0.268, -0.053, -0.093, 0.093, 0.126, 0.048, 0.079, 0.081, 0.061, 0.061, 0.068, -0.296, 0.634, -0.275, -0.236, -0.271, -0.076, -0.094, 0.124, 0.095, 0.050, 0.083, 0.078, 0.075, 0.037, 0.031, -0.309, 0.632, -0.330, -0.247, -0.295, -0.069, -0.103, 0.111, 0.119, 0.075, 0.086, 0.077, 0.067, 0.039, 0.061],
  "total_energy_ev": -165438.9662,
  "e_above_lowest_kcal_mol": 44.8,
  "lumo_energy_ev": 1.580,
  "orbital_gap_ev": 6.4,
  "total_charge": -1,
  "e_homo_ev": -4.8
}